Entry 1:
22
Properties=species:S:1:pos:R:3:forces:R:3 method="wB97M-V/def2-TZVPD" lumo_energy_ev=0.12 energy_ha=-1182.388293 homo_ha=-0.299 relative_energy_kj_mol=830.7 orbital_gap_ev=8.259
C -1.668322 -1.768593 -0.025112 0.4725 0.3598 2.0026
C 1.474212 -0.041912 -1.003696 -4.6163 -0.1063 1.6918
C 1.271693 2.038412 0.424573 0.8793 -1.2393 1.0126
C 2.084941 1.268235 -0.685920 -0.6061 -0.8258 1.2633
C -0.496573 0.709115 -0.363769 2.4145 -2.1534 -1.3607
C -2.073550 -3.018770 0.763102 0.5696 0.3503 1.9999
O 0.185760 -0.814975 1.619201 -1.3358 0.2511 0.7912
O -0.092132 1.876490 0.141644 -0.8661 0.6469 0.1523
S 2.340303 2.354310 -1.960050 0.4121 2.4108 -3.6494
S -1.056066 -0.459402 0.899979 1.3825 0.5432 -1.0372
H -2.430095 -1.343111 -0.631802 -0.7868 0.1933 -0.8367
H 1.118336 -0.483625 -1.948284 0.9088 0.8537 0.1233
H 1.511754 -0.791006 -0.210745 0.4764 0.0959 -0.2022
H 1.524933 1.698812 1.489514 -0.3280 0.5752 -1.4853
H 1.395602 3.080634 0.194337 0.6810 0.5116 0.8966
H 3.138790 1.161361 -0.467976 0.2097 -0.5562 1.2592
H -1.125829 0.775734 -1.247092 -0.2625 0.0586 0.1423
H -1.310357 -3.487497 1.411612 0.6995 0.2792 -1.0615
H -2.697009 -2.764432 1.622138 -1.0082 0.1596 -0.3407
H -2.536706 -3.838145 0.240773 -0.2096 0.1357 -0.6773
H 1.203793 3.083773 -2.017310 -0.0114 -0.4324 0.1336
H -1.763476 0.764593 1.754883 0.9250 -2.1115 -0.8177



Entry 2:
71
Properties=species:S:1:pos:R:3:forces:R:3 method="wB97M-V/def2-TZVPD" lumo_energy_ev=0.68 energy_ha=-1607.627231 homo_ha=-0.313 relative_energy_kj_mol=6.0 orbital_gap_ev=9.189 smiles="COCCN(C(=O)CCC(=O)Nc1ccccn1)[C@@H](C(=O)NCCC(C)C)c1ccc(OC)cc1"
C 6.762271 1.995251 0.431306 0.0607 -0.0285 -0.0133
O 5.435394 2.374362 0.696466 -0.3107 0.1033 0.1152
C 4.516177 1.329807 0.483635 -0.1124 0.0550 -0.1283
C 3.108206 1.868770 0.768025 0.6430 0.1324 0.1558
N 2.103055 0.920209 0.358576 -0.0960 -0.0827 -0.3920
C 1.643287 -0.096612 1.114096 0.2271 0.1921 0.3625
O 1.038865 -1.026679 0.597923 0.0302 -0.0814 0.1081
C 1.811444 -0.017908 2.621443 -0.1510 -0.2082 0.0467
C 0.819808 -0.958950 3.322871 0.0676 0.1634 -0.0414
C -0.612158 -0.463074 3.145229 0.3002 -0.3728 0.0158
O -1.132607 0.304139 3.926380 -0.1117 0.2657 0.2060
N -1.215126 -0.961899 2.029886 0.0733 -0.3292 -0.2215
C -2.451660 -0.641708 1.497385 -0.5092 0.1845 -0.0275
C -3.450969 0.035347 2.200003 0.0289 0.0599 0.1142
C -4.650287 0.267824 1.555155 0.0864 -0.1260 -0.2080
C -4.819261 -0.167138 0.246303 -0.0502 0.0155 0.0699
C -3.761111 -0.822526 -0.360078 -0.2700 0.0755 -0.0575
N -2.610640 -1.059307 0.242853 0.4088 -0.0796 0.1159
C 1.700225 0.916700 -1.043129 0.0518 -0.3766 0.0097
C 1.952292 -0.499671 -1.644564 -0.1656 0.5266 -0.1904
O 3.084181 -0.939854 -1.650296 0.3690 -0.1475 0.0831
N 0.897666 -1.083233 -2.225144 -0.2921 -0.1331 -0.2138
C 0.947826 -2.389480 -2.845050 -0.0174 -0.1911 -0.2509
C -0.106127 -3.326101 -2.258140 0.3110 0.1831 0.2151
C 0.231118 -3.797835 -0.838605 -0.1771 -0.1803 -0.0832
C 1.233524 -4.948754 -0.868787 -0.0751 0.2842 0.0217
C -1.042821 -4.217650 -0.107782 0.2337 0.1523 -0.0532
C 0.298737 1.449159 -1.227228 -0.0623 0.1875 0.0936
C -0.554994 1.715188 -0.169083 0.1912 -0.0269 -0.2190
C -1.831347 2.211520 -0.377705 -0.3585 0.1810 -0.0568
C -2.284436 2.449215 -1.668615 0.1695 -0.0464 0.0125
O -3.513145 2.932862 -1.991686 0.2521 -0.1228 -0.2433
C -4.392366 3.284154 -0.949644 -0.1576 0.0502 0.2122
C -1.427233 2.191497 -2.741455 -0.1884 0.0503 0.0146
C -0.158006 1.707448 -2.520837 -0.0539 0.0960 0.1615
H 7.081566 1.179016 1.090756 0.0178 0.0252 -0.0167
H 6.881930 1.671414 -0.609420 0.0172 0.0137 0.0253
H 7.377955 2.873249 0.614419 0.0774 -0.0643 -0.0260
H 4.572201 0.962005 -0.551878 -0.0387 -0.0199 0.1193
H 4.736787 0.479155 1.146989 -0.0450 0.0085 -0.0591
H 2.970358 2.799378 0.212437 -0.0489 -0.0443 0.0790
H 3.017598 2.099784 1.829360 -0.0459 0.0361 -0.0629
H 1.639343 1.003228 2.966063 0.1055 0.0019 0.0060
H 2.832086 -0.303429 2.884769 0.0367 0.0925 0.0150
H 1.037608 -0.967033 4.391419 -0.0907 -0.0080 -0.0754
H 0.924024 -1.966100 2.919914 0.0329 0.0062 0.0561
H -0.612459 -1.446335 1.362910 -0.0801 0.1588 0.2644
H -3.275328 0.360303 3.211246 0.0235 -0.0039 0.0427
H -5.449391 0.783653 2.068845 -0.0374 0.0244 0.0502
H -5.745596 -0.007861 -0.283264 -0.0621 0.0064 -0.0725
H -3.833043 -1.180814 -1.379092 -0.0895 -0.0034 -0.0891
H 2.396600 1.566804 -1.584746 -0.0392 -0.1272 0.0851
H -0.021557 -0.716085 -2.026344 0.1257 0.0521 0.0644
H 1.956512 -2.778674 -2.696307 -0.0611 0.0143 -0.0820
H 0.775226 -2.269078 -3.922254 0.1138 -0.0987 0.0842
H -0.217103 -4.190920 -2.915740 -0.0902 -0.0390 -0.0510
H -1.061051 -2.794864 -2.241433 -0.1278 -0.0079 -0.0686
H 0.680245 -2.960157 -0.302379 -0.0275 -0.0634 -0.0402
H 1.489395 -5.255484 0.142878 0.0729 -0.0722 0.0985
H 2.150079 -4.652142 -1.372279 0.1681 -0.0370 -0.0633
H 0.814459 -5.808097 -1.390368 -0.0443 -0.1251 -0.0602
H -0.809991 -4.567334 0.895767 -0.0172 -0.0919 0.1519
H -1.539432 -5.026066 -0.642148 -0.0949 -0.1390 -0.0511
H -1.730177 -3.377731 -0.029452 -0.0932 0.0160 0.0062
H -0.235412 1.549091 0.847876 0.0266 -0.0066 0.0977
H -2.456615 2.405144 0.479200 -0.1167 0.0056 0.0692
H -4.645729 2.418713 -0.329717 0.0405 0.0871 -0.0378
H -3.969489 4.072322 -0.318566 -0.0025 -0.0263 -0.0148
H -5.291596 3.656853 -1.437528 0.0363 -0.0086 0.0764
H -1.782358 2.389403 -3.740213 -0.0381 0.0346 -0.1352
H 0.496334 1.524079 -3.360737 0.0506 -0.0223 -0.1198